Entry 1:
DFT (ωB97M-V/def2-TZVPD) results for a 9-piece molecular cluster, C16H24ClN8O4 overall in a non-equilibrium geometry.

HOMO (eV): -7.48
Energy above the lowest of the compared OMol25 structures with the same formula, charge and spin (kcal per mole): 19.26
HOMO-LUMO gap (eV): 9.775

```
! wB97M-V def2-TZVPD RIJCOSX def2/J DEFGRID3
* xyz -1 1
Cl -0.407 0.135 0.034
O -0.081 -0.858 0.988
O -1.088 1.207 0.739
O 0.767 0.719 -0.489
O -1.177 -0.389 -1.056
C 2.171 0.991 -3.601
C 2.221 1.507 -4.947
N 2.298 1.911 -6.023
H 1.150 1.264 -3.334
H 2.974 1.466 -3.037
H 2.127 -0.082 -3.414
C -2.144 -2.918 3.228
C -2.793 -3.328 1.910
N -3.275 -3.631 0.924
H -2.830 -2.182 3.648
H -1.231 -2.359 3.026
H -1.985 -3.689 3.983
C 1.384 1.064 3.464
C 0.561 0.220 4.299
N -0.108 -0.374 4.987
H 1.847 1.723 4.198
H 0.753 1.797 2.962
H 1.972 0.532 2.715
C -2.800 3.992 -0.806
C -1.891 5.110 -0.516
N -1.194 6.027 -0.444
H -3.309 4.052 0.156
H -2.321 3.033 -1.002
H -3.434 4.378 -1.605
C 0.915 -4.049 1.560
C 1.370 -5.188 2.348
N 1.793 -6.107 2.959
H 1.516 -3.802 0.685
H 0.861 -3.224 2.270
H -0.100 -4.063 1.164
C 3.501 -0.933 -0.843
C 3.854 0.185 -0.003
N 4.081 1.077 0.652
H 3.749 -0.664 -1.869
H 2.422 -1.081 -0.823
H 3.919 -1.861 -0.452
C 1.255 3.995 0.080
C 1.231 4.059 -1.398
N 1.111 3.992 -2.525
H 2.004 3.284 0.428
H 0.248 3.778 0.437
H 1.475 4.996 0.449
C -3.716 -2.870 -2.297
C -4.152 -2.183 -3.489
N -4.532 -1.556 -4.393
H -4.397 -2.416 -1.578
H -2.664 -2.741 -2.042
H -3.898 -3.945 -2.307
*
```

---

Entry 2:
DFT (ωB97M-V/def2-TZVPD) results for C17H20N4S in the gas phase in a non-equilibrium geometry.

HOMO (eV): -7.40
SMILES string: CN1CCN(Cc2cn3cc(-c4ccccc4)sc3n2)CC1
Energy above the lowest of the compared OMol25 structures with the same formula, charge and spin (kcal per mole): 101.82
HOMO-LUMO gap (eV): 7.599

```
! wB97M-V def2-TZVPD RIJCOSX def2/J DEFGRID3
* xyz 0 1
N -0.177 0.724 -0.616
S -1.459 -1.046 -2.447
C -0.865 -0.397 -0.890
C -2.319 -2.307 -1.452
C -2.013 -2.313 -0.116
C -0.646 -0.473 1.198
C -0.020 0.676 0.739
C -5.192 -5.220 -2.655
C -5.143 -3.935 -3.307
C -4.190 -5.519 -1.721
C -4.120 -2.990 -2.987
C -3.210 -4.602 -1.409
C -3.246 -3.286 -1.935
N -1.211 -1.178 0.129
N 3.592 3.531 0.851
N 2.037 1.396 2.076
C 4.007 4.771 0.163
C 0.575 1.744 1.675
C 3.241 2.268 0.093
C 3.019 3.688 2.222
C 2.958 1.012 0.979
C 2.627 2.341 2.928
H -2.212 -3.136 0.477
H -0.509 -0.772 2.300
H -5.830 -6.019 -3.051
H -5.744 -3.848 -4.166
H -4.092 -6.465 -1.096
H -4.185 -1.899 -3.338
H -2.395 -4.790 -0.719
H 3.245 5.547 -0.030
H 4.685 5.335 0.728
H 4.417 4.328 -0.713
H -0.098 2.054 2.449
H 0.620 2.663 1.010
H 2.304 2.416 -0.435
H 3.923 1.976 -0.717
H 3.618 4.223 2.929
H 2.116 4.143 2.021
H 3.930 0.716 1.400
H 2.572 0.153 0.414
H 1.878 2.578 3.699
H 3.511 1.912 3.318
*
```

---

Entry 3:
DFT (ωB97M-V/def2-TZVPD) results for C20H33N3O4S in the gas phase close to a stationary point.

HOMO (eV): -8.95
SMILES string: CCNS(=O)(=O)CC(=O)N(C)C[C@H](C)NC(=O)C[C@H](C)c1ccc(CC)cc1
Energy above the lowest of the compared OMol25 structures with the same formula, charge and spin (kcal per mole): 3.72
HOMO-LUMO gap (eV): 9.549

```
! wB97M-V def2-TZVPD RIJCOSX def2/J DEFGRID3
* xyz 0 1
C 2.932 -5.797 3.377
C 3.317 -4.875 2.235
N 4.126 -5.585 1.238
S 3.922 -5.474 -0.355
O 4.650 -6.551 -0.955
O 2.519 -5.285 -0.598
C 4.741 -3.980 -0.922
C 4.271 -2.761 -0.151
O 4.833 -2.469 0.897
N 3.222 -2.061 -0.638
C 2.568 -2.369 -1.906
C 2.697 -0.989 0.199
C 1.814 -1.537 1.319
C 0.609 -2.316 0.811
N 1.414 -0.427 2.172
C 1.315 -0.593 3.517
O 1.361 -1.693 4.044
C 1.202 0.679 4.329
C 2.577 1.049 4.920
C 2.457 2.270 5.827
C 3.590 1.229 3.809
C 3.567 2.343 2.975
C 4.457 2.459 1.915
C 5.397 1.466 1.656
C 6.337 1.565 0.482
C 5.873 0.712 -0.701
C 5.417 0.351 2.487
C 4.527 0.235 3.545
H 2.341 -5.244 4.107
H 2.345 -6.640 3.012
H 3.816 -6.187 3.884
H 2.423 -4.525 1.721
H 3.860 -4.001 2.597
H 5.036 -5.926 1.512
H 5.803 -4.114 -0.729
H 4.561 -3.943 -1.995
H 2.276 -3.416 -1.961
H 1.665 -1.769 -1.977
H 3.208 -2.116 -2.755
H 3.529 -0.440 0.641
H 2.129 -0.309 -0.441
H 2.432 -2.193 1.934
H 0.920 -3.187 0.232
H 0.019 -2.665 1.658
H -0.027 -1.684 0.187
H 1.554 0.513 1.835
H 0.831 1.507 3.718
H 0.491 0.500 5.136
H 2.900 0.197 5.524
H 3.426 2.537 6.249
H 2.078 3.137 5.283
H 1.768 2.068 6.649
H 2.851 3.139 3.152
H 4.426 3.340 1.284
H 6.426 2.608 0.173
H 7.334 1.241 0.789
H 6.573 0.780 -1.535
H 5.790 -0.336 -0.405
H 4.893 1.041 -1.053
H 6.120 -0.450 2.293
H 4.549 -0.652 4.168
*
```

---

Entry 4:
DFT (ωB97M-V/def2-TZVPD) results for a 3-piece molecular cluster, C2H10N2O2 overall in a non-equilibrium geometry.

HOMO (eV): -8.79
SMILES string: [H]/N=C/NC.O.O
Energy above the lowest of the compared OMol25 structures with the same formula, charge and spin (kcal per mole): 13.06
HOMO-LUMO gap (eV): 9.632

```
! wB97M-V def2-TZVPD RIJCOSX def2/J DEFGRID3
* xyz 0 1
C 0.329 0.296 2.591
N 0.641 -0.387 1.358
C 1.565 0.126 0.492
N 1.878 -0.492 -0.571
H 0.759 1.294 2.587
H -0.729 0.380 2.792
H 0.789 -0.195 3.443
H 0.033 -1.056 0.925
H 1.987 1.108 0.717
H 2.574 0.021 -1.091
H -0.474 -1.506 -2.893
H -0.186 -0.241 -3.747
O -0.822 -0.642 -3.143
H -3.431 0.048 -0.990
H -2.107 0.452 -1.532
O -2.808 0.792 -0.940
*
```